Here is C26H46BiO2P2 as an isolated structure from the OMol25 dataset. Energies are from ωB97M-V/def2-TZVPD.

Properties
Spin multiplicity: 1
Total charge: +1
Calculated total energy, Eh: -2065.60298
Energy above the lowest of the compared OMol25 structures with the same formula, charge and spin, kJ/mol: 184.9
M, g mol⁻¹: 661.6
Kohn-Sham gap (alpha / beta), eV: 5.7 / 5.9

Structure (XYZ):
```
77
C26H46BiO2P2, DFT ωB97M-V/def2-TZVPD
Bi 0.3558 0.1288 -1.9448
C -0.6177 -2.6720 1.4684
C 0.7481 -2.8092 1.0587
C 0.6357 -1.1763 2.6676
C -0.6687 -1.6841 2.4664
C 1.5225 -1.8588 1.7950
C -1.7484 -3.4831 0.9776
H -1.5212 -3.9508 0.0218
H -2.6409 -2.8585 0.8581
H -2.0106 -4.2850 1.6803
C -1.8786 -1.2863 3.2514
H -2.7802 -1.7036 2.7901
H -1.9691 -0.1913 3.3042
H -1.8144 -1.6685 4.2821
C 1.0139 -0.1665 3.6701
H 0.8902 -0.5381 4.7000
H 0.3943 0.7405 3.5942
H 2.0589 0.1341 3.5674
C 2.9870 -1.6789 1.7103
H 3.4985 -2.2431 2.5036
H 3.2456 -0.6195 1.8324
H 3.3600 -2.0362 0.7483
C 1.2858 -3.7916 0.1114
H 1.7195 -4.6665 0.6344
H 2.0919 -3.3656 -0.5092
H 0.5022 -4.1817 -0.5593
C -1.8279 1.3531 -6.5312
C -2.1091 0.0553 -6.3480
C -1.2943 -1.0973 -6.8682
C 0.2467 -0.9173 -6.8689
C 0.8300 -0.1283 -5.7248
C 1.0497 1.1927 -5.7712
C 0.5918 2.1663 -6.8130
C -0.7901 1.9000 -7.4684
H -1.6061 -1.2941 -7.9063
H 0.5302 -0.4792 -7.8455
H -1.5315 -2.0249 -6.3262
H -0.6636 1.2722 -8.3679
H -2.5412 2.0970 -6.1368
H -3.1640 -0.2062 -6.0903
H -1.1839 2.8636 -7.8365
H 0.5621 3.1769 -6.3787
H 1.7967 1.6483 -5.1166
H 1.3375 2.2510 -7.6267
H 0.7209 -1.9255 -6.8457
H 1.3114 -0.7466 -4.9382
P -1.8593 1.1040 -3.0511
P 1.5851 2.3259 -2.5338
C -1.0458 2.6073 -3.8483
C 0.2029 3.3465 -3.2494
H -1.8398 3.3519 -4.0339
H -0.8005 2.2106 -4.8398
H 0.6670 3.9507 -4.0429
H -0.1527 4.0416 -2.4677
C 2.3293 3.2602 -1.1665
H 3.2443 2.7294 -0.8618
H 1.6512 3.3370 -0.3056
H 2.6037 4.2538 -1.5524
C 3.2035 1.7789 -3.2870
H 3.6738 2.6431 -3.7977
H 3.0935 0.9212 -3.9768
H 3.8615 1.4531 -2.4638
C -3.6456 1.2128 -3.2816
H -4.0522 0.1929 -3.1854
H -3.8529 1.5917 -4.3013
H -4.0676 1.8586 -2.4994
C -1.7660 -0.7382 -3.6641
H -1.8659 -1.4867 -2.8428
H -0.8427 -0.9198 -4.2408
H -2.6440 -0.8702 -4.3184
C -1.1137 3.3558 0.9337
O -0.3065 2.4010 0.1958
C -0.9864 1.6888 -0.7265
O -2.2110 1.8905 -0.8242
H -1.9570 2.8675 1.4266
H -1.4811 4.1321 0.2654
H -0.4515 3.7926 1.6829
```

Löwdin population analysis, charges in e, atoms 1 to 6: atom 1 (Bi): 1.265, atom 2 (C): -0.220, atom 3 (C): -0.194, atom 4 (C): -0.198, atom 5 (C): -0.199, atom 6 (C): -0.226